50
Properties=species:S:1:pos:R:3:forces:R:3 method="wB97M-V/def2-TZVPD" relative_energy_kcal_mol=11.5 charge=-1 total_energy_ha=-1411.15069 homo_lumo_gap_ha=0.3345
O 0.792220 3.089940 1.402260 1.965 0.497 1.181
O -0.685780 -1.931060 -2.497740 -0.263 -0.132 -0.479
O -2.402780 -3.507060 -0.027740 -0.865 1.470 0.618
O -0.248780 0.858940 0.831260 0.767 2.164 0.993
O 4.427220 1.212940 -0.747740 -0.601 0.145 -1.004
O 1.898220 2.222940 -1.814740 -0.224 -0.360 -0.464
O 0.451220 0.088940 -1.178740 0.326 0.337 0.711
O 0.894220 -3.132060 -0.133740 0.445 -0.059 -0.523
O -0.586780 -2.927060 2.396260 -0.400 -1.491 2.171
O 3.183220 1.509940 1.651260 0.066 1.767 0.673
O -3.162780 0.017940 -1.088740 -1.713 -0.529 -0.840
O -0.852780 -1.108060 0.152260 0.516 -0.005 -0.576
O -2.535780 2.306940 1.009260 0.426 -0.789 -0.599
O 0.369220 -0.531060 3.019260 0.888 1.725 -0.721
O 2.532220 0.391940 -4.109740 1.325 -0.784 -0.504
O -2.658780 -0.759060 2.220260 0.444 0.344 -1.694
O -0.062780 1.086940 -4.091740 -0.126 1.243 0.514
O -1.299780 1.333940 4.161260 0.381 0.400 0.470
C -0.219780 -0.037060 0.018260 -0.553 -2.130 -1.606
H 3.031220 0.699940 1.215260 -0.360 -1.659 -0.610
H 1.804220 0.829940 -3.699740 -0.932 0.381 0.227
H -0.547780 0.817940 3.813260 -0.434 -0.162 0.178
H -2.356780 3.189940 1.293260 0.232 0.810 0.400
H 0.396220 2.245940 1.218260 -0.676 -1.108 -0.238
H 0.070220 -1.407060 2.833260 -0.292 -1.267 0.276
H -1.977780 1.248940 3.493260 -0.238 -0.199 -0.456
H 3.552220 1.516940 -1.091740 1.415 -0.572 0.367
H -0.381780 -2.777060 1.504260 0.457 0.381 -2.307
H 1.049220 0.880940 -1.237740 -0.633 -0.399 0.105
H 2.404220 2.062940 1.451260 0.221 -0.016 0.389
H -1.752780 -2.959060 -0.479740 0.188 -0.322 -0.136
H 1.439220 2.790940 -2.435740 -0.075 0.095 -0.305
H 4.499220 1.534940 0.154260 -0.315 0.174 0.219
H -0.374780 0.240940 -4.398740 -0.294 -0.534 0.174
H 0.343220 -2.463060 -0.556740 -0.642 0.155 0.335
H 2.166220 2.786940 -1.105740 0.158 0.833 0.985
H -0.481780 -1.199060 -1.885740 -0.193 -0.329 -0.603
H -0.397780 -3.875060 2.500260 -0.119 0.586 0.116
H -2.305780 -4.414060 -0.229740 0.575 -1.179 -0.629
H -0.557780 1.317940 -3.287740 -0.078 -0.559 -0.436
H -1.892780 -1.197060 1.798260 -0.609 0.636 -0.468
H -3.747780 -0.684060 -0.726740 0.709 0.749 -0.135
H 0.234220 -0.064060 2.154260 0.103 -0.320 1.312
H 1.608220 -3.122060 -0.776740 0.464 -0.459 0.172
H -2.620780 -1.223060 3.020260 -0.367 -0.841 2.253
H -2.334780 -0.128060 -0.661740 0.656 -0.412 0.824
H 2.251220 -0.528060 -4.151740 0.065 0.071 0.043
H 0.349220 3.708940 0.871260 -0.916 1.294 -0.996
H -1.652780 1.889940 0.852260 -1.087 0.267 0.439
H -1.645780 -1.912060 -2.617740 0.208 0.091 0.183

61
Properties=species:S:1:pos:R:3:forces:R:3 method="wB97M-V/def2-TZVPD" charge=+1 total_energy_ha=-2223.85502 homo_lumo_gap_ha=0.2115
P -3.378218 -1.358776 1.385451 -0.976 0.570 0.463
F 0.287865 -1.744068 -0.119336 -0.341 0.897 0.843
F -2.362654 -2.819054 -0.857352 -0.393 0.451 -0.345
F -1.743750 -4.599927 0.123200 0.281 -1.233 0.555
F -0.132442 -3.025930 -1.762498 -0.094 -0.140 -0.939
F 1.175746 -4.935010 -0.906152 -0.616 -0.986 -0.490
F 2.192883 -3.279930 -0.074948 0.729 0.757 0.036
O 2.123081 2.534680 2.674623 0.030 0.054 0.127
O -1.631303 0.640623 -3.013574 -0.212 0.000 0.035
O -3.002822 -0.106403 3.987229 -2.231 -1.083 2.145
O 1.367364 -3.810280 2.282139 1.455 2.566 2.538
O 0.507788 -5.741178 1.744652 -0.300 -0.289 -0.735
O 4.889978 2.915125 1.724114 -0.206 -0.201 0.040
O -1.363505 -2.713332 2.396805 1.417 -0.377 2.798
O -1.471196 0.610774 -5.957487 0.091 0.117 0.251
N -2.918752 0.204475 1.757740 0.977 -0.574 -1.000
C -0.686158 1.793371 -5.918740 -0.029 -0.011 -0.114
C 2.573215 3.616461 1.862328 -0.238 -0.263 -0.261
C 3.722795 3.198447 0.968673 0.290 0.329 0.128
C -1.902720 -2.575185 1.386112 -1.094 -0.011 -2.691
C 2.585888 2.631380 4.014712 -0.081 -0.054 0.017
C -0.845540 0.493867 3.335092 -0.001 0.416 -0.671
C -2.730174 1.532794 -3.100569 0.115 0.004 0.107
C -1.505433 -3.310055 0.062542 -0.439 1.784 -0.296
C 1.067084 -3.975089 -0.007305 -0.045 -0.185 0.465
C -1.795217 -0.512945 -3.837336 0.369 -0.049 0.188
C -0.073819 -2.976271 -0.441172 0.583 -1.386 -0.186
C 0.974631 -4.505979 1.451207 -1.233 -1.716 -1.375
C 5.123841 1.525353 1.881785 0.119 0.059 -0.009
C -2.048285 0.809721 0.703623 0.766 -0.548 -0.485
C -2.311519 0.188333 3.098797 1.848 1.038 -0.439
C -0.976572 -0.410790 -5.107307 -0.322 -0.056 -0.317
H -1.441283 -1.372235 -3.259056 -0.005 -0.022 -0.040
H 0.080670 -0.250222 -4.875924 -0.022 0.021 0.073
H 1.729322 3.916036 1.232027 0.028 0.055 -0.011
H -1.582003 1.735685 1.037030 -0.436 -0.031 0.186
H -2.991494 1.756583 -4.136139 -0.044 -0.041 0.012
H -4.186021 -1.788971 2.459003 0.309 0.011 -0.260
H -1.233963 2.575844 -6.441245 -0.029 -0.075 -0.039
H -2.570627 0.992747 -0.237761 -0.199 -0.078 0.275
H -3.599770 1.104499 -2.585009 -0.121 0.066 -0.114
H -0.545044 1.495131 3.005981 -0.001 -0.238 -0.156
H 2.853841 4.474585 2.478740 0.062 -0.039 0.007
H 3.662130 2.808361 4.056707 -0.013 0.025 -0.011
H -1.216282 0.116261 0.504733 -0.066 0.332 -0.223
H 2.368031 1.687653 4.514737 -0.029 -0.006 -0.054
H 3.441404 2.340998 0.348836 -0.048 -0.018 0.050
H -0.459064 -5.783490 1.737052 0.155 -0.169 -0.171
H -1.062050 -1.354244 -5.655311 0.032 -0.031 0.053
H 0.266667 1.630784 -6.431265 0.042 0.055 0.058
H -0.667112 0.450373 4.407906 -0.164 -0.208 -0.115
H -4.164042 -1.446647 0.224272 0.254 0.271 0.115
H 3.967198 4.030101 0.300503 -0.058 -0.008 -0.022
H 2.060454 3.435961 4.539071 0.081 0.028 0.045
H -0.225946 -0.248912 2.816908 0.015 0.222 0.064
H 5.457394 1.088920 0.934747 -0.045 -0.081 0.019
H -2.449711 2.461580 -2.603181 0.042 -0.036 0.007
H -2.851833 -0.676169 -4.071130 0.011 0.069 -0.065
H 4.231503 1.001429 2.234040 -0.017 -0.001 -0.032
H 5.914925 1.400963 2.619636 0.013 0.073 -0.034
H -0.499376 2.121193 -4.892956 0.033 -0.023 0.003

61
Properties=species:S:1:pos:R:3:forces:R:3 method="wB97M-V/def2-TZVPD" spin_multiplicity=2 relative_energy_kcal_mol=31.0 charge=+1 total_energy_ha=-5348.61103 homo_lumo_gap_ha="0.2269 / 0.2458"
Re -1.651999 1.500445 -0.040805 0.339 0.821 -0.377
I -5.909631 -1.007553 -1.349399 0.016 -0.005 0.001
Te -0.205584 2.796898 2.723066 -0.974 0.237 0.386
Br -2.071490 -1.773789 -0.386233 0.075 -0.154 0.063
Cl -8.173979 4.043348 -0.000659 -0.027 0.012 0.004
F 1.269013 3.816017 2.284756 0.281 -0.656 -0.017
F -0.973110 4.413479 3.213881 0.183 0.077 -0.378
F 0.179893 0.979151 2.632023 0.675 0.350 -0.368
F -1.926376 2.204278 3.117537 0.151 -0.164 0.155
F 0.478277 2.657781 4.418667 -0.180 0.044 -0.043
O -3.315672 0.874368 -0.482352 -0.282 -0.322 0.078
O -0.194086 0.483667 -0.345565 0.444 -0.140 0.400
O -0.616470 2.837275 0.873587 0.038 -0.335 0.559
N -3.101670 3.167829 0.292677 -0.105 -0.052 -0.053
C 3.035319 0.351974 -0.370637 0.065 0.053 -0.270
C -5.732862 0.947096 -0.716964 -0.016 0.115 0.030
C 3.313697 -4.506534 -2.063289 0.006 0.001 -0.010
C -4.387509 2.809906 0.023277 -0.194 0.004 0.007
C 2.538269 1.735504 -0.003990 -0.122 0.060 0.043
C 3.660779 0.424552 -1.773718 0.012 -0.059 -0.030
C -5.496823 3.646675 0.168581 0.063 -0.026 0.017
C 2.477994 -4.549951 -0.776198 -0.010 -0.034 0.012
C 1.760988 -3.216051 -0.601057 -0.002 -0.002 -0.004
C -4.521651 1.493007 -0.415849 0.237 0.091 -0.051
C 1.494653 -5.716418 -0.873480 -0.011 0.002 0.010
C 4.121306 0.015223 0.666957 0.007 -0.038 -0.018
C 2.492055 -2.039440 -0.537354 -0.027 0.041 0.071
C 3.399019 -4.782023 0.430300 0.017 0.001 0.007
C -0.192749 -1.864333 -0.389971 0.033 -0.016 -0.003
C -5.242298 4.954459 0.619998 -0.012 -0.011 -0.013
C -6.871799 1.779014 -0.575737 -0.033 -0.030 -0.014
C -6.761786 3.075180 -0.152648 0.003 0.016 -0.002
C -3.946952 5.321949 0.887294 0.025 0.011 0.010
C 1.968202 -0.752866 -0.393074 -0.055 -0.179 0.076
C 0.382003 -3.109387 -0.506377 -0.020 -0.050 0.032
C 0.561608 -0.684613 -0.330999 -0.204 0.007 -0.391
C -2.901681 4.408990 0.716113 0.057 0.022 -0.081
H 2.906568 0.665675 -2.525307 0.003 0.017 0.003
H 0.909134 -5.831477 0.040807 -0.003 0.007 0.000
H -6.057700 5.653126 0.749484 -0.004 -0.005 0.008
H -1.882576 4.698010 0.918166 -0.012 0.025 -0.015
H 3.882221 -5.756648 0.347003 0.004 0.002 -0.013
H 4.426914 1.200966 -1.795677 -0.001 -0.001 0.004
H 3.811009 -5.465760 -2.213654 0.003 -0.001 0.009
H -7.848762 1.378706 -0.807058 -0.002 0.007 0.000
H 2.684520 -4.309725 -2.933055 -0.005 -0.007 0.001
H 4.647585 -0.914524 0.461820 0.020 0.022 -0.012
H 4.864819 0.813594 0.668701 -0.009 0.008 0.018
H 4.128686 -0.517794 -2.059004 -0.006 -0.002 -0.013
H -0.258715 -3.976858 -0.542981 0.004 -0.005 -0.011
H 4.184306 -4.027038 0.490484 -0.011 0.012 0.006
H 2.261086 1.726499 1.041897 -0.321 0.171 0.279
H 2.835039 -4.760731 1.364285 -0.005 -0.010 -0.002
H 3.692242 -0.054125 1.668297 -0.002 -0.004 -0.005
H 2.048296 -6.642879 -1.026092 0.004 0.001 0.006
H 1.715282 2.086430 -0.619742 -0.076 0.034 -0.037
H 3.565995 -2.120835 -0.610799 -0.019 -0.005 -0.014
H 3.361963 2.442491 -0.098891 -0.021 0.040 -0.040
H 4.086368 -3.737861 -2.021873 -0.004 0.004 -0.003
H -3.710165 6.316222 1.235935 0.001 0.000 0.002
H 0.808984 -5.600569 -1.715101 0.007 -0.002 -0.008

6
Properties=species:S:1:pos:R:3:forces:R:3 method="wB97M-V/def2-TZVPD" relative_energy_kcal_mol=59.1 total_energy_ha=-964.93892 homo_lumo_gap_ha="0.2970 / 0.2970"
S -0.370823 -2.184274 -1.719379 1.010 -1.873 0.415
S 0.195202 1.926521 -1.208332 0.453 1.506 -0.366
O 0.604825 -2.464586 -0.667764 -0.153 -0.126 0.140
N -0.747704 -0.802778 -1.992953 -0.231 3.541 1.305
C -0.084853 0.587822 -0.582778 -0.974 -1.788 -3.407
H -0.186184 0.059336 0.288006 -0.104 -1.259 1.913

12
Properties=species:S:1:pos:R:3:forces:R:3 method="wB97M-V/def2-TZVPD" relative_energy_kcal_mol=0.0 total_energy_ha=-218.58366 homo_lumo_gap_ha=0.4195
O -1.763908 2.192773 -0.228533 -0.250 2.151 -0.758
C 2.287354 0.348106 -0.382590 -2.460 0.037 1.977
C -1.312511 -0.241565 0.715044 -0.583 0.917 -1.904
C -1.726620 -1.162990 -0.139844 -0.050 -1.018 1.877
B -1.463218 1.184197 0.311133 -0.239 -1.071 0.472
H 2.340240 -0.655250 0.072206 0.889 0.229 -0.923
H -1.528663 -2.120797 0.261737 0.126 -1.393 -0.176
H -2.419100 -1.182234 -0.924146 -0.382 0.870 -1.463
H -0.848741 -0.602300 1.552998 1.346 -0.463 1.971
H 2.372210 1.024462 0.451157 0.708 0.400 0.536
H 2.868457 0.743117 -1.182856 0.442 -0.570 -0.676
H 1.194503 0.472483 -0.506304 0.452 -0.090 -0.932